# 1
DFT (the ωB97M-V functional and the def2-TZVPD basis) results for C13H33CrN3O6 as an isolated structure in a non-equilibrium geometry.

Calculated values
**HOMO (spin up / spin down)**: -4.36 / -5.08 eV
**Spin multiplicity**: 5
**Orbital gap (spin up / spin down)**: 4.20 / 4.87 eV
**DFT total energy**: -2174.9049 Eh

```
56
Properties=species:S:1:pos:R:3:mulliken_spin:R:1
Cr -4.641 -2.654 -7.388 3.553
C -2.951 -3.249 -5.910 1.408
O -2.763 -2.286 -6.637 -0.623
O -3.297 -4.063 -6.766 -0.145
O -4.052 -2.899 -5.471 -0.331
C -6.432 -0.398 -4.803 0.027
C -7.073 -1.554 -5.610 0.027
C -8.633 -1.441 -5.746 0.000
O -9.109 -2.460 -6.701 -0.001
C -10.523 -2.316 -6.832 0.001
N -6.529 -1.779 -6.945 -0.025
H -6.932 0.561 -4.943 0.000
H -5.412 -0.211 -5.137 -0.003
H -6.383 -0.669 -3.748 0.001
H -6.990 -2.457 -5.005 -0.015
H -8.737 -0.420 -6.114 0.001
H -9.041 -1.547 -4.740 0.001
H -11.184 -2.185 -5.976 0.000
H -10.902 -3.164 -7.403 0.000
H -10.672 -1.414 -7.425 0.000
H -7.368 -2.189 -7.330 0.014
H -6.689 -0.852 -7.311 -0.011
C -2.895 0.953 -8.499 0.002
C -4.109 0.356 -7.794 -0.057
C -5.336 1.259 -7.651 0.012
O -5.102 2.236 -6.611 0.001
C -6.171 3.189 -6.617 0.000
N -4.338 -0.828 -8.542 0.050
H -2.018 0.318 -8.622 0.001
H -2.720 1.806 -7.843 0.000
H -3.191 1.335 -9.476 0.001
H -3.789 0.083 -6.788 0.029
H -6.259 0.773 -7.335 0.007
H -5.548 1.796 -8.576 0.001
H -6.000 3.888 -7.436 0.000
H -6.203 3.797 -5.713 0.000
H -7.133 2.691 -6.741 0.000
H -3.521 -0.972 -9.118 0.008
H -4.966 -0.433 -9.228 0.008
C -6.336 -5.051 -10.551 -0.005
C -6.464 -4.197 -9.272 0.040
C -6.480 -5.037 -8.034 -0.024
O -6.113 -4.331 -6.853 0.022
C -6.637 -4.926 -5.697 0.010
N -5.267 -3.346 -9.296 0.008
H -5.454 -5.692 -10.564 0.000
H -6.324 -4.365 -11.398 -0.001
H -7.210 -5.676 -10.731 0.000
H -7.381 -3.608 -9.282 0.001
H -5.830 -5.908 -7.966 -0.014
H -7.494 -5.421 -7.921 0.000
H -7.686 -4.640 -5.624 0.000
H -6.122 -4.487 -4.841 0.005
H -6.550 -6.011 -5.653 0.001
H -5.449 -2.862 -10.164 0.005
H -4.525 -3.905 -9.693 0.009
```

=====

# 2
DFT (the ωB97M-V functional and the def2-TZVPD basis) results for C13H33CrO16S4V as an isolated structure in a non-equilibrium geometry.

Calculated values
**HOMO (spin up / spin down)**: -14.83 / -15.58 eV
**Spin multiplicity**: 7
**Net charge**: +2
**Orbital gap (spin up / spin down)**: 5.16 / 7.06 eV
**DFT total energy**: -5299.4671 Eh

```
68
Properties=species:S:1:pos:R:3:mulliken_spin:R:1
O -3.148 3.773 3.585 -0.319
V -2.323 2.959 2.490 2.294
Cr -1.750 -1.626 1.573 4.097
O 0.291 1.582 -0.501 -0.004
C -0.484 0.970 0.333 0.000
O -0.511 -0.274 0.456 -0.117
O -1.241 1.611 0.999 -0.001
H 0.962 0.931 -0.717 0.000
O 1.937 -0.296 -1.419 -0.001
S 2.636 -1.446 -1.883 -0.001
O 2.770 -1.751 -3.316 0.000
O 4.037 -1.735 -1.075 0.000
C 4.363 -0.737 -0.153 0.000
C 5.147 0.437 -0.763 0.000
C 1.819 -2.914 -1.116 -0.003
H 5.013 -1.299 0.518 0.000
H 3.509 -0.347 0.400 0.000
H 5.459 1.130 0.019 0.000
H 4.495 1.057 -1.378 0.000
H 6.026 0.141 -1.335 0.000
H 0.777 -2.703 -0.876 0.011
H 2.350 -3.119 -0.186 0.001
H 1.962 -3.744 -1.808 0.000
O -4.023 -2.226 -2.221 0.000
S -2.639 -2.601 -1.881 0.007
O -2.162 -2.466 -0.499 0.009
O -2.227 -4.053 -2.509 -0.001
C -2.386 -5.199 -1.760 -0.001
C -1.953 -6.456 -2.578 0.000
C -1.559 -1.591 -2.911 0.000
H -3.461 -5.276 -1.599 0.000
H -1.834 -5.170 -0.820 0.001
H -1.345 -7.140 -1.987 0.000
H -1.264 -6.231 -3.393 0.000
H -2.797 -7.044 -2.937 0.000
H -1.980 -1.232 -3.850 0.001
H -0.735 -2.281 -3.092 -0.001
H -1.380 -0.690 -2.325 0.001
O 3.577 -2.121 2.591 0.001
S 2.350 -1.424 3.014 0.001
O 1.060 -1.802 2.432 0.014
O 2.114 -1.686 4.579 -0.001
C 3.099 -1.590 5.593 0.000
C 2.496 -2.280 6.771 0.000
C 2.559 0.517 3.041 0.000
H 3.312 -0.528 5.712 0.000
H 3.993 -2.149 5.318 0.000
H 2.954 -1.977 7.712 0.000
H 2.336 -3.356 6.700 0.000
H 1.512 -1.819 6.848 0.000
H 3.607 0.592 3.330 0.000
H 1.801 0.929 3.707 0.001
H 2.561 0.885 2.015 0.000
O -2.473 6.456 0.174 0.000
S -2.912 5.156 -0.354 0.004
O -2.975 4.013 0.553 0.006
O -4.250 5.353 -1.331 0.000
C -4.165 6.522 -2.233 0.000
C -5.188 6.425 -3.344 0.000
C -1.705 4.542 -1.595 -0.001
H -3.116 6.595 -2.521 0.000
H -4.324 7.357 -1.551 0.000
H -5.422 7.383 -3.808 0.000
H -6.086 5.849 -3.118 0.000
H -4.720 5.933 -4.196 0.000
H -1.465 5.231 -2.405 0.000
H -2.097 3.651 -2.084 0.000
H -0.782 4.399 -1.032 0.002
```

=====

# 3
DFT (the ωB97M-V functional and the def2-TZVPD basis) results for C13H33CuN2O5 as an isolated structure in a non-equilibrium geometry.

Calculated values
**HOMO (spin up / spin down)**: -11.59 / -11.54 eV
**Spin multiplicity**: 2
**Energy relative to the best compared isomer or geometry (same formula, charge and spin)**: 2.5540 eV
**Net charge**: +1
**Orbital gap (spin up / spin down)**: 9.50 / 6.08 eV
**DFT total energy**: -2640.8852 Eh

```
54
Properties=species:S:1:pos:R:3:mulliken_spin:R:1
Cu 0.429 -0.308 -0.580 0.061
C -1.992 1.830 -2.545 -0.023
O -1.192 1.123 -1.647 0.834
H -1.471 2.562 -3.163 0.044
H -2.352 1.207 -3.365 0.087
H -2.924 2.260 -2.178 0.008
C 1.978 1.868 0.511 -0.017
O 2.050 0.497 0.928 0.001
C 3.347 -0.140 0.801 -0.001
C 3.739 -0.241 -0.670 0.001
N 2.650 -0.744 -1.551 0.001
C 2.592 -2.231 -1.615 0.001
C 1.557 -2.605 -2.740 -0.001
O 0.251 -1.960 -2.340 0.003
C -0.825 -2.143 -3.247 -0.001
H 2.560 2.580 1.096 -0.001
H 0.918 2.007 0.719 0.011
H 2.102 2.118 -0.543 -0.002
H 3.181 -1.134 1.216 0.000
H 4.181 0.308 1.341 0.000
H 4.630 -0.858 -0.786 0.000
H 4.090 0.724 -1.037 0.000
H 2.825 -0.330 -2.455 0.000
H 2.265 -2.669 -0.672 0.000
H 3.617 -2.515 -1.855 0.000
H 1.347 -3.674 -2.739 0.000
H 2.018 -2.260 -3.665 0.000
H -0.665 -1.715 -4.237 0.000
H -1.720 -1.646 -2.873 0.003
H -1.032 -3.175 -3.532 0.000
C -2.220 4.731 2.875 0.000
O -1.891 3.367 3.163 0.000
C -1.833 2.576 1.945 0.002
C -1.791 1.094 2.221 -0.001
N -1.562 0.181 1.087 -0.003
C -2.317 -1.114 1.300 0.000
C -1.613 -2.230 0.462 -0.002
O -0.211 -2.466 0.670 -0.001
C 0.138 -2.597 2.055 0.000
H -3.250 4.735 2.520 0.000
H -1.557 5.249 2.183 0.000
H -2.319 5.257 3.824 0.000
H -0.982 2.895 1.342 0.005
H -2.685 2.765 1.291 0.000
H -2.694 0.827 2.770 0.000
H -1.001 0.825 2.923 0.000
H -1.736 0.635 0.202 -0.009
H -3.358 -1.048 0.982 -0.001
H -2.251 -1.327 2.367 0.000
H -1.575 -1.934 -0.587 0.001
H -2.167 -3.165 0.536 0.000
H 0.807 -1.823 2.431 0.000
H 0.679 -3.533 2.197 0.000
H -0.765 -2.634 2.663 0.000
```

=====

# 4
DFT (the ωB97M-V functional and the def2-TZVPD basis) results for C13H33F3KO14P3 as an isolated structure in a non-equilibrium geometry.

Calculated values
**HOMO**: -7.32 eV
**Energy relative to the best compared isomer or geometry (same formula, charge and spin)**: 0.0000 eV
**Orbital gap**: 7.65 eV
**DFT total energy**: -3492.4334 Eh

```
67
Properties=species:S:1:pos:R:3:mulliken_charge:R:1
K -1.145 -1.027 -1.216 0.986
C 1.425 -3.031 1.151 -0.161
O 2.571 -2.148 1.143 -0.011
O 0.508 -2.596 0.387 -0.644
C 1.866 -4.464 0.765 0.611
F 2.508 -5.124 1.747 -0.290
F 0.808 -5.214 0.439 -0.265
F 2.687 -4.490 -0.306 -0.281
C 3.598 -2.420 2.071 -0.263
C 4.760 -1.482 1.794 -1.182
H 4.452 -0.438 1.878 0.134
H 5.583 -1.636 2.495 0.431
H 5.160 -1.687 0.800 0.292
H 3.997 -3.438 2.007 0.330
H 3.201 -2.257 3.084 0.271
H 1.091 -3.131 2.222 -0.020
C -5.360 -1.786 3.455 -0.673
O -4.911 -1.938 2.111 -0.402
P -3.960 -0.835 1.517 1.063
O -3.529 -1.115 0.156 -0.721
O -4.795 0.485 1.694 -0.333
C -4.180 1.768 1.744 -0.435
O -2.798 -0.611 2.554 -0.172
C -1.819 -1.645 2.745 -0.432
H -6.448 -1.787 3.504 0.276
H -4.937 -0.941 3.991 0.296
H -5.095 -2.687 4.021 0.280
H -4.899 2.512 1.410 0.337
H -3.342 1.817 1.043 0.088
H -3.834 1.973 2.756 0.247
H -1.987 -2.142 3.703 0.320
H -0.805 -1.272 2.681 -0.200
H -1.952 -2.431 1.996 0.433
C -0.519 3.460 -3.218 -0.396
O -0.570 2.691 -4.428 -0.419
P -0.405 1.137 -4.356 0.745
O -1.517 0.419 -3.740 -0.706
O 0.922 0.887 -3.527 0.257
C 2.172 1.463 -3.930 -0.990
O -0.083 0.823 -5.846 -0.343
C -0.197 -0.485 -6.400 -0.661
H 0.461 3.926 -3.114 0.256
H -0.726 2.820 -2.360 0.016
H -1.266 4.246 -3.288 0.366
H 2.945 0.698 -3.934 0.337
H 2.419 2.278 -3.255 0.289
H 2.112 1.818 -4.962 0.424
H 0.456 -1.175 -5.846 0.270
H 0.151 -0.528 -7.423 0.259
H -1.200 -0.871 -6.229 0.306
C 2.572 0.586 -0.533 0.226
O 2.100 1.927 -0.211 -0.433
P 0.706 2.078 0.475 0.504
O -0.314 1.147 -0.030 0.274
O 0.373 3.586 0.236 -0.410
C -0.805 4.183 0.755 -0.700
O 0.930 1.999 2.032 -0.384
C 1.439 0.784 2.607 -0.169
H 2.461 0.461 -1.609 -0.184
H 2.017 -0.211 -0.038 -0.163
H 3.626 0.545 -0.278 0.319
H -1.533 4.325 -0.050 0.244
H -0.580 5.189 1.102 0.301
H -1.266 3.571 1.528 0.294
H 2.527 0.834 2.658 0.200
H 1.144 -0.114 2.059 -0.235
H 1.031 0.721 3.613 0.396
```

=====

# 5
DFT (the ωB97M-V functional and the def2-TZVPD basis) results for C13H33F3O7Y as an isolated structure in a non-equilibrium geometry.

Calculated values
**HOMO**: -11.80 eV
**Energy relative to the best compared isomer or geometry (same formula, charge and spin)**: 0.0000 eV
**Net charge**: +1
**Orbital gap**: 6.61 eV
**DFT total energy**: -1379.4757 Eh

```
57
Properties=species:S:1:pos:R:3:mulliken_charge:R:1
Y 3.111 2.289 -0.840 1.728
C 3.534 1.385 2.407 0.241
O 3.388 0.051 1.928 -0.236
O 3.613 2.155 1.308 -0.840
C 2.412 1.836 3.337 0.579
F 1.202 1.566 2.807 -0.113
F 2.462 1.163 4.508 -0.257
F 2.501 3.118 3.627 -0.279
C 3.014 -0.970 2.835 -0.152
C 2.967 -2.287 2.071 -1.207
H 2.076 -2.253 1.436 0.227
H 3.846 -2.459 1.453 0.295
H 2.770 -3.129 2.733 0.395
H 1.981 -0.836 3.159 0.154
H 3.693 -0.995 3.687 0.429
H 4.451 1.432 3.021 0.252
C 0.632 0.147 -0.599 0.481
O 1.072 1.427 -0.931 -0.683
H 1.203 -0.328 0.215 -0.257
H -0.389 0.168 -0.198 -0.033
H 0.639 -0.527 -1.466 -0.004
C -1.946 -1.409 -3.413 -1.042
C -2.737 -0.256 -2.717 0.322
O -2.137 1.001 -3.013 -0.477
H -2.122 -1.258 -4.484 0.406
H -2.378 -2.378 -3.162 0.344
H -0.898 -1.382 -3.126 0.119
H -2.685 -0.502 -1.662 -0.237
H -3.738 -0.327 -3.147 0.274
H -1.971 0.992 -3.962 0.305
C -3.872 -1.507 1.168 -0.546
C -4.721 -1.783 -0.057 -0.246
O -5.150 -0.533 -0.558 -0.501
H -3.010 -0.906 0.875 -0.157
H -3.446 -2.441 1.543 0.397
H -4.496 -1.032 1.918 0.271
H -5.560 -2.433 0.208 0.425
H -4.144 -2.293 -0.839 0.126
H -6.020 -0.594 -0.959 0.278
C 2.917 -0.907 -4.156 -1.235
C 3.848 0.223 -3.794 -0.129
O 3.130 1.173 -2.938 -0.359
H 2.039 -0.480 -4.655 0.425
H 2.589 -1.485 -3.294 0.254
H 3.355 -1.582 -4.889 0.391
H 4.089 0.716 -4.735 0.231
H 4.736 -0.132 -3.285 0.357
H 2.270 1.295 -3.376 0.273
C -2.077 1.165 3.144 -0.853
C -2.354 2.467 2.382 -0.332
O -1.296 2.755 1.503 -0.492
H -1.422 1.289 4.005 0.357
H -1.664 0.454 2.426 0.049
H -3.000 0.699 3.503 0.380
H -2.490 3.266 3.118 0.264
H -3.316 2.296 1.905 0.357
H -0.496 2.874 2.022 0.281
```

=====

# 6
DFT (the ωB97M-V functional and the def2-TZVPD basis) results for C13H33F6N4O3P2RuSTe as an isolated structure.

Calculated values
**HOMO (spin up / spin down)**: -13.89 / -13.89 eV
**Spin multiplicity**: 2
**Energy relative to the best compared isomer or geometry (same formula, charge and spin)**: 0.0000 eV
**Net charge**: +2
**Orbital gap (spin up / spin down)**: 6.48 / 6.17 eV
**DFT total energy**: -3002.6889 Eh

```
64
Properties=species:S:1:pos:R:3:mulliken_spin:R:1
Ru 0.092 0.488 0.237 0.815
N 0.250 -0.380 2.114 -0.023
C 1.564 -0.799 2.676 -0.002
C 2.324 -1.662 1.670 0.006
C 3.547 -0.958 1.090 0.001
C 3.266 0.439 0.551 0.000
N 2.069 0.498 -0.334 -0.015
H -0.231 0.199 2.803 0.000
H -0.335 -1.210 1.995 0.004
H 1.378 -1.321 3.614 -0.001
H 2.116 0.108 2.924 0.000
H 1.637 -1.947 0.866 0.001
H 2.634 -2.601 2.127 0.001
H 3.990 -1.576 0.306 -0.001
H 4.312 -0.855 1.863 0.000
H 4.115 0.781 -0.042 -0.002
H 3.113 1.169 1.344 0.001
H 2.115 -0.247 -1.036 -0.001
H 2.116 1.349 -0.899 0.006
C 1.734 5.283 1.251 -0.002
N 0.609 4.970 0.386 0.008
C -0.003 6.015 -0.455 -0.002
C -1.145 5.268 -1.165 0.000
N -1.147 3.973 -0.466 0.000
C -0.093 3.858 0.318 -0.011
S 0.299 2.454 1.312 0.158
H 2.491 5.802 0.667 -0.001
H 2.159 4.370 1.657 0.005
H 1.412 5.928 2.070 0.000
H 0.743 6.403 -1.146 0.000
H -0.355 6.831 0.177 0.000
H -0.951 5.114 -2.225 0.000
H -2.106 5.760 -1.042 0.000
H -1.622 3.160 -0.830 0.004
C -2.400 -2.637 -4.205 0.000
C -2.527 -3.347 -2.886 0.001
O -1.690 -2.674 -1.876 -0.001
P -2.230 -1.996 -0.584 0.004
O -1.144 -1.095 -0.024 0.027
Te -4.330 -0.861 -1.062 -0.001
O -2.430 -3.073 0.543 0.001
C -3.348 -4.204 0.400 0.001
C -3.454 -4.888 1.737 0.000
H -2.982 -3.174 -4.954 0.000
H -1.361 -2.612 -4.529 0.000
H -2.774 -1.617 -4.139 0.000
H -2.154 -4.368 -2.921 0.000
H -3.563 -3.373 -2.534 0.000
H -2.941 -4.868 -0.363 0.000
H -4.316 -3.819 0.073 0.000
H -2.481 -5.251 2.066 0.000
H -4.126 -5.741 1.651 0.000
H -3.859 -4.210 2.488 0.000
F -1.489 1.405 -1.549 0.006
P -0.474 1.408 -2.919 0.003
F 0.169 0.027 -2.257 0.007
F -1.550 0.560 -3.685 0.000
F 0.567 1.381 -4.088 0.000
F 0.612 2.227 -1.953 0.002
F -1.114 2.794 -3.340 0.000
C -3.958 0.754 0.293 -0.001
H -3.771 1.648 -0.291 0.000
H -4.837 0.869 0.919 -0.001
H -3.100 0.512 0.916 -0.001
```